{
  "formula": "C41H39FIrN4O3PSi",
  "method": "the ωB97M-V functional and the def2-TZVPD basis",
  "symbols": ["C", "H", "H", "O", "C", "N", "C", "C", "C", "H", "H", "C", "H", "H", "H", "C", "C", "C", "H", "C", "H", "H", "C", "H", "C", "O", "N", "C", "C", "C", "C", "H", "N", "H", "C", "H", "C", "C", "C", "C", "N", "H", "H", "H", "P", "C", "Ir", "H", "H", "H", "H", "C", "C", "C", "C", "H", "C", "C", "H", "O", "C", "H", "H", "H", "H", "Si", "C", "H", "C", "C", "F", "H", "C", "H", "C", "C", "H", "H", "C", "H", "H", "C", "C", "H", "H", "H", "H", "H", "C", "C", "C"],
  "positions_angstrom": [[1.65, 1.16, -4.06], [1.68, -1.99, 5.91], [-1.68, -2.97, -7.02], [-1.42, 0.11, 1.24], [2.53, -3.20, -0.37], [-0.59, 3.16, -1.39], [-2.15, -1.64, -5.41], [-3.11, -2.80, 3.49], [0.81, -1.76, -1.25], [-3.40, 3.15, 3.28], [2.50, 0.53, -0.83], [0.45, -2.11, -4.54], [-1.94, 4.64, -4.10], [-1.83, 2.34, 3.24], [-2.43, 3.00, -2.35], [3.56, 1.83, -2.15], [-1.19, 4.41, -3.35], [-2.79, 2.43, 2.73], [-3.17, -1.26, 2.01], [-0.66, -0.40, 2.10], [3.56, -3.52, -0.35], [-0.88, 4.81, 1.28], [-1.48, 3.52, -2.38], [0.63, -3.39, -6.25], [0.26, -3.42, 0.40], [0.96, 1.76, 0.81], [-0.98, 0.38, -1.66], [-1.03, -3.19, 4.62], [-2.35, -3.50, 4.43], [1.54, 0.97, 1.63], [0.45, 5.94, -4.41], [-1.16, -2.06, -0.46], [0.89, -1.83, 3.98], [-2.51, 5.40, 1.67], [-0.13, -2.39, -0.44], [2.68, 2.53, -5.35], [2.14, -2.17, -1.22], [-0.45, -2.16, 3.85], [1.39, -0.83, 3.25], [1.59, -3.83, 0.44], [0.75, 6.68, -5.25], [4.39, 3.11, -3.66], [-0.48, -3.91, 1.03], [-4.99, 3.57, 0.72], [0.20, -0.44, -2.33], [3.61, 2.40, -3.42], [-0.96, 1.58, -0.18], [1.89, -4.43, 5.91], [-4.25, 3.41, -0.87], [1.98, 5.13, -2.31], [-2.00, 5.23, -0.02], [-0.02, -2.73, -5.69], [3.23, -2.54, 4.52], [-4.28, 2.98, 0.13], [-0.19, -3.93, 5.63], [4.30, 2.10, -1.40], [0.70, -0.08, 2.33], [1.60, 0.59, -2.79], [2.88, -1.68, -1.84], [2.74, 0.99, 1.89], [-1.68, -1.02, -4.26], [-0.58, -4.94, 5.76], [1.89, -4.64, 1.09], [-3.16, -1.46, -5.75], [3.32, -2.88, 3.49], [-2.59, 3.03, 0.95], [-1.32, -2.49, -6.12], [3.77, -3.23, 5.16], [1.77, -2.53, 4.97], [-2.58, -1.79, 2.74], [-4.40, -3.14, 3.34], [-2.31, -0.35, -3.69], [2.65, 2.07, -4.37], [-0.26, -3.43, 6.60], [-1.23, -1.46, 2.92], [2.55, 0.93, -1.83], [-4.66, 1.96, 0.06], [3.71, -1.57, 4.61], [-1.93, 4.78, 0.97], [1.36, -4.50, 4.24], [1.32, 3.49, -0.61], [1.26, -3.95, 5.17], [0.65, 3.77, -1.41], [0.90, 0.91, -4.80], [1.47, -2.30, -4.21], [2.43, -0.58, 3.38], [-3.29, 1.45, 2.77], [-2.83, -4.29, 5.00], [1.00, 4.68, -2.35], [0.09, 5.04, -3.40], [-0.38, -1.26, -3.83]],
  "multiplicity": 5,
  "e_lumo_ev": [-0.6, -1.2],
  "de_lowest_ev": 0.1918,
  "largest_force_ev_per_a": 0.61
}